# 1
{"formula": "C5H12MgO3Yb", "method": "ωB97M-V/def2-TZVPD", "elements": ["O", "Mg", "C", "O", "C", "C", "C", "O", "C", "Yb", "H", "H", "H", "H", "H", "H", "H", "H", "H", "H", "H", "H"], "xyz": [[-1.112, -2.224, 1.137], [-2.204, -3.211, 2.451], [-1.332, 0.654, -2.739], [-0.780, 0.084, -1.571], [0.607, -0.327, -1.619], [0.995, -0.818, -0.245], [1.313, 0.303, 0.718], [0.072, 0.761, 1.312], [0.169, 1.340, 2.601], [-1.673, -0.218, 0.397], [-2.414, 0.715, -2.573], [-0.927, 1.669, -2.862], [-1.107, 0.021, -3.609], [1.168, 0.568, -1.940], [0.694, -1.109, -2.388], [1.818, -1.534, -0.313], [0.326, -2.162, 0.629], [1.763, 1.210, 0.276], [1.971, -0.083, 1.510], [-0.662, 0.952, 3.204], [1.045, 0.984, 3.163], [0.270, 2.425, 2.460]], "atomic_forces_ev_per_a": [[1.758, 0.036, -0.489], [0.273, 0.490, -0.446], [0.222, 0.194, -0.083], [-0.278, 0.103, -0.858], [0.402, -0.471, 0.187], [0.824, -0.443, 0.105], [0.407, -0.687, -0.347], [0.581, 0.300, 0.847], [0.501, -0.023, 0.314], [-0.758, -2.370, 1.422], [0.169, -0.003, -0.259], [-0.110, -0.235, -0.273], [-0.156, 0.273, 0.133], [0.011, -0.121, -0.010], [0.023, 0.158, 0.171], [0.181, 0.346, -0.138], [-3.279, 1.908, -0.071], [0.108, -0.218, -0.067], [-0.261, 0.226, -0.052], [-0.209, 0.737, -0.193], [0.040, 0.007, -0.478], [-0.447, -0.207, 0.587]], "e_homo_ev": -4.45, "orbital_gap_ev": 3.9, "total_charge": 0, "lumo_ev": -0.6}



# 2
{"formula": "C23H30N3O11PTeV", "method": "ωB97M-V/def2-TZVPD", "elements": ["V", "O", "C", "O", "C", "C", "C", "C", "C", "C", "O", "N", "O", "O", "N", "O", "O", "H", "H", "C", "C", "C", "C", "C", "C", "C", "C", "N", "H", "H", "H", "H", "H", "H", "H", "H", "H", "C", "C", "O", "P", "O", "Te", "O", "C", "C", "H", "H", "H", "H", "H", "H", "H", "H", "H", "H", "C", "C", "C", "C", "O", "H", "H", "H", "H", "H", "H", "H", "H", "H"], "xyz": [[-0.681, 0.402, -1.035], [2.488, -0.650, 2.231], [2.354, -1.177, 1.164], [2.358, -0.602, 0.006], [2.261, -2.715, 1.084], [3.332, -3.396, 0.681], [3.375, -4.809, 0.781], [2.321, -5.518, 1.263], [1.166, -4.862, 1.660], [1.087, -3.374, 1.690], [0.151, -2.718, 2.145], [0.070, -5.660, 2.208], [0.221, -6.898, 2.290], [-0.984, -5.094, 2.535], [4.605, -5.484, 0.484], [4.655, -6.706, 0.501], [5.617, -4.799, 0.328], [4.170, -2.828, 0.242], [2.300, -6.613, 1.365], [-3.116, 2.657, -3.391], [-3.443, 3.042, -1.943], [-4.527, 3.825, -1.552], [-4.794, 4.094, -0.226], [-3.894, 3.701, 0.771], [-2.843, 2.874, 0.508], [-1.863, 2.339, 1.552], [-2.645, 2.576, -0.875], [-1.543, 1.821, -1.232], [-2.029, 2.715, -3.516], [-3.614, 3.289, -4.149], [-3.485, 1.655, -3.621], [-5.160, 4.227, -2.311], [-5.621, 4.751, 0.080], [-4.118, 4.009, 1.804], [-2.243, 2.567, 2.554], [-0.947, 2.896, 1.423], [-1.663, 1.285, 1.459], [5.668, 1.721, 0.067], [4.442, 0.929, 0.259], [3.237, 1.677, 0.616], [1.806, 1.318, -0.105], [0.523, 0.810, 0.563], [1.556, 0.977, -2.537], [1.321, 2.904, -0.103], [2.172, 3.963, -0.495], [1.202, 5.111, -0.671], [6.504, 1.037, -0.088], [5.902, 2.255, 1.007], [5.538, 2.513, -0.690], [4.527, 0.197, 1.076], [4.240, 0.346, -0.634], [2.612, 3.666, -1.499], [2.966, 4.169, 0.195], [0.435, 4.814, -1.415], [1.625, 6.052, -0.959], [0.747, 5.264, 0.271], [-3.593, -1.892, -1.554], [-2.618, -1.954, -0.414], [-3.277, -1.464, 0.868], [-2.024, -3.315, -0.084], [-1.525, -1.132, -0.770], [-4.315, -2.703, -1.500], [-3.066, -1.960, -2.501], [-4.194, -0.997, -1.500], [-3.954, -2.257, 1.287], [-3.785, -0.491, 0.781], [-2.533, -1.332, 1.631], [-2.717, -4.160, 0.102], [-1.321, -3.284, 0.774], [-1.420, -3.600, -0.938]], "atomic_forces_ev_per_a": [[0.585, 0.987, 0.632], [0.168, 0.709, 1.496], [-0.301, -1.587, -1.092], [-0.106, 0.190, -0.714], [-0.742, 0.868, 0.825], [1.020, 0.277, -0.766], [1.040, 0.015, -0.473], [-1.343, -1.255, 0.410], [-0.475, 0.796, 0.495], [-0.179, -0.305, -0.037], [0.269, -0.060, -0.029], [-0.346, 0.086, -0.208], [-0.155, 0.988, 0.041], [1.294, -0.923, -0.299], [0.316, 0.370, 0.729], [-0.235, -0.416, -0.230], [-0.124, 0.019, -0.355], [-0.360, -0.607, 0.341], [0.375, 0.688, -0.166], [-0.277, 0.571, 0.477], [-0.264, 0.111, 0.652], [0.021, -0.338, -0.302], [0.215, 0.983, 0.583], [-1.376, 0.158, 0.883], [0.733, -0.585, -0.903], [-1.137, 1.309, -0.276], [1.228, -0.395, -0.670], [-0.496, -1.239, 0.626], [-0.277, -0.254, -0.180], [0.194, 0.134, 0.574], [0.362, -0.201, 0.215], [-0.538, 0.219, -0.466], [0.259, -0.344, -0.364], [0.197, -0.210, -0.379], [-0.049, -0.150, -0.090], [0.570, -0.203, -0.022], [0.078, -0.281, -0.054], [0.340, 1.788, 1.151], [-1.758, -1.664, 0.616], [0.289, 0.235, -1.078], [0.925, -0.341, 0.127], [-0.866, 0.010, -0.537], [0.235, -0.227, 0.151], [0.615, -0.003, 0.820], [-0.670, -0.696, -2.206], [-0.158, -0.494, -0.960], [-0.076, 0.166, -0.473], [0.008, -0.071, -0.262], [0.315, -0.582, -0.062], [0.369, 0.217, -0.244], [-0.083, 0.039, -0.177], [-0.112, 0.465, 0.899], [0.400, -0.023, 0.588], [0.364, 0.190, 0.483], [0.593, 0.505, -0.362], [-0.822, 0.178, 0.994], [-0.505, -0.782, -0.295], [0.156, -0.036, 1.182], [-0.680, -0.036, 0.610], [0.572, -1.039, -0.226], [0.058, 0.531, -0.011], [-0.022, -0.321, 0.022], [-0.003, 0.048, -0.174], [0.107, 0.582, -0.153], [0.270, 0.789, -0.581], [-0.111, -0.346, -0.234], [0.658, -0.010, 0.347], [-0.087, 0.723, -0.090], [-0.685, 0.339, -0.433], [0.219, -0.259, -0.334]], "e_homo_ev": [-2.43, -2.49], "spin_multiplicity": 2, "orbital_gap_ev": [6.4, 6.4], "total_charge": -2, "lumo_ev": [4.0, 4.0]}



Energy above the lowest of the compared OMol25 structures with the same formula, charge and spin / kcal/mol: 66.45, 45.46
F_max / eV/A: 3.8, 2.5